C4H6O2 | the ωB97M-V functional and the def2-TZVPD basis

Bonds (Å) are listed after each position.
Geometry (Å):
1 O 0.84 1.27 -0.29  C4 1.226
2 O 0.27 -0.92 -0.48  C4 1.361, H12 0.939
3 C -3.09 -0.36 0.15  C6 1.220, H8 1.077
4 C 1.10 0.09 -0.10  O1 1.226, O2 1.361, C5 1.485
5 C 2.38 -0.41 0.47  C4 1.485, H7 1.111, H9 1.102, H11 1.058
6 C -2.25 0.52 0.33  C3 1.220, H10 1.050
7 H 2.90 0.50 0.80  C5 1.111
8 H -3.80 -1.16 0.10  C3 1.077
9 H 2.89 -0.90 -0.38  C5 1.102
10 H -1.57 1.29 0.13  C6 1.050
11 H 2.37 -1.01 1.34  C5 1.058
12 H -0.49 -0.54 -0.89  O2 0.939

Total energy: -306.423323 hartree
LUMO energy: 0.88 eV
Multiplicity: 1
Energy above the lowest of the compared OMol25 structures with the same formula, charge and spin: 2.258 eV